No. 1
# C40H120O20

A 20-piece molecular cluster, C40H120O20 overall at a distorted geometry (wB97M-V/def2-TZVPD, the Open Molecules 2025 dataset).

Calculated values
**Frontier orbital gap**: 9.314 eV
**Charge**: 0
**E**: -3100.40480 hartree
**HOMO energy**: -9.15 eV

Geometry as XYZ:
```
180
Properties=species:S:1:pos:R:3:forces:R:3:lowdin_charge:R:1
C -5.665663 -18.191599 4.628897 1.0 -1.2 0.2 -0.077
C -5.034837 -19.420670 5.296299 -1.0 -0.1 1.7 -0.252
O -5.905351 -19.929538 6.406745 1.1 -0.4 -1.8 -0.120
H -6.708809 -18.490857 4.526955 -0.1 0.7 -0.4 0.078
H -5.114352 -18.103957 3.692708 -0.5 0.2 -0.4 0.063
H -5.501640 -17.253986 5.160001 -0.3 -0.2 0.3 0.060
H -4.005809 -19.273616 5.624278 0.0 0.4 0.5 0.082
H -4.914886 -20.246105 4.594606 -0.6 -0.1 0.0 0.107
H -6.155287 -19.251048 7.038240 0.5 0.7 0.0 0.022
C -2.747145 -16.317078 11.030278 -1.2 1.7 -0.7 -0.044
C -3.150314 -15.466148 9.809240 1.9 -1.7 -1.1 -0.302
O -4.471842 -15.772850 9.406746 -0.2 0.7 0.7 -0.100
H -3.527890 -15.982496 11.713345 0.2 -0.6 0.8 0.056
H -1.777818 -15.980349 11.397851 0.0 -0.4 0.0 0.078
H -2.823778 -17.383660 10.819015 0.2 0.2 0.1 0.057
H -2.540758 -15.743315 8.949168 0.5 -0.4 -0.1 0.099
H -2.882932 -14.411026 9.866989 -0.8 0.4 0.8 0.113
H -4.683650 -15.054274 8.806415 -0.9 0.2 -0.6 0.049
C -7.365214 -25.361731 9.099335 1.0 -0.4 0.1 -0.081
C -7.868196 -26.784955 8.963729 1.2 0.5 -0.8 -0.367
O -9.220477 -26.778863 9.176237 -2.0 -0.8 0.4 -0.062
H -6.278164 -25.418763 9.043077 0.2 0.5 -0.4 0.066
H -7.573648 -24.894699 10.061905 -0.2 -0.3 0.2 0.059
H -7.818496 -24.731351 8.334311 0.3 0.0 -0.1 0.079
H -7.303655 -27.525798 9.529898 -0.1 0.1 0.8 0.108
H -7.700365 -27.151687 7.951095 -0.1 0.3 -0.3 0.112
H -9.382911 -26.752255 10.122026 -0.1 0.1 0.1 0.090
C -2.876304 -19.922068 8.953213 -0.8 1.0 -1.0 -0.065
C -1.559137 -20.084806 8.164963 -1.6 -2.1 1.0 -0.288
O -0.565208 -20.350549 9.115233 1.8 1.2 0.5 -0.085
H -3.754908 -19.998042 8.312615 -0.1 -0.3 -0.3 0.052
H -3.005182 -18.916732 9.354227 0.4 0.1 0.2 0.046
H -3.040579 -20.606887 9.785159 0.5 -0.3 -0.2 0.061
H -1.350877 -19.289812 7.448923 0.4 0.3 0.6 0.104
H -1.595613 -21.022007 7.609611 -0.5 0.1 -0.7 0.098
H -0.739748 -21.213594 9.497702 0.0 -0.1 -0.2 0.046
C -1.572827 -25.006468 7.403171 -0.4 -0.1 -0.4 -0.075
C -2.316413 -24.307629 8.516817 0.1 -0.4 0.6 -0.325
O -1.444639 -23.334246 9.025272 0.4 0.8 -0.8 -0.095
H -0.502073 -24.957050 7.601019 -0.1 -0.3 0.1 0.078
H -1.734514 -24.518141 6.442190 0.0 0.2 0.0 0.072
H -1.915823 -26.034290 7.284661 0.2 -0.1 0.0 0.070
H -2.560134 -24.954772 9.359388 0.1 -0.8 0.0 0.086
H -3.304174 -23.948434 8.228022 0.0 0.5 -0.4 0.115
H -1.860359 -22.866525 9.753296 -0.2 -0.1 0.5 0.015
C -10.340715 -13.557914 9.987289 -0.9 0.6 -0.8 -0.075
C -11.815951 -13.619477 10.240627 0.1 -1.0 -1.3 -0.376
O -12.119249 -13.464649 11.571140 -0.8 -0.1 1.5 -0.049
H -10.020666 -12.659435 10.514933 1.0 -0.4 0.1 0.059
H -10.314027 -13.364029 8.915003 0.8 -0.1 -0.1 0.083
H -9.946477 -14.546250 10.223655 0.8 0.6 0.3 0.066
H -12.053069 -14.635498 9.925061 -0.8 0.0 0.2 0.104
H -12.363360 -12.945600 9.581583 -0.2 0.3 0.1 0.113
H -11.688887 -12.675900 11.909159 0.0 0.1 0.0 0.084
C -2.361926 -22.771069 13.797068 1.7 -1.4 -0.1 -0.081
C -1.544430 -22.212839 12.631078 -2.1 2.1 0.3 -0.234
O -2.264345 -22.462769 11.390263 1.0 0.0 0.7 -0.118
H -2.065384 -23.818405 13.740013 -1.3 -0.6 0.1 0.069
H -3.416888 -22.509872 13.713912 0.1 -0.4 -0.1 0.070
H -2.003884 -22.555802 14.803825 0.2 0.8 -0.1 0.077
H -0.489082 -22.483820 12.601067 -0.3 -0.2 -0.2 0.123
H -1.682444 -21.141287 12.775447 1.0 0.4 -0.3 0.106
H -3.067279 -22.941837 11.607969 -0.3 -0.4 0.1 0.048
C -5.890756 -21.098082 15.274797 1.3 1.1 -0.3 -0.063
C -4.980777 -20.978186 16.504314 0.5 -1.0 -0.8 -0.342
O -5.653950 -21.403563 17.622308 -1.2 0.5 2.5 -0.072
H -6.149846 -22.138505 15.078637 -0.2 0.2 0.0 0.052
H -5.358965 -20.668334 14.425906 0.2 -0.4 -0.4 0.070
H -6.755350 -20.435837 15.319563 -0.3 -0.4 0.5 0.062
H -4.503887 -20.018337 16.702709 -0.8 0.6 -0.1 0.109
H -4.077630 -21.588295 16.490926 0.2 -0.4 -1.1 0.099
H -5.973421 -22.308110 17.585619 0.2 0.0 -0.4 0.090
C -6.227519 -19.708198 10.123862 0.4 -1.4 0.4 -0.078
C -6.870411 -18.484204 9.637139 0.1 1.6 -0.1 -0.320
O -6.093352 -17.884903 8.604275 -0.8 -0.8 -0.5 -0.101
H -5.882760 -20.385253 9.342302 -0.1 0.2 -0.3 0.076
H -6.960265 -20.271724 10.701457 0.2 -0.1 0.4 0.061
H -5.351625 -19.442592 10.715776 0.0 -0.2 0.2 0.080
H -6.957963 -17.799337 10.480578 0.1 0.3 0.2 0.107
H -7.915029 -18.620088 9.357128 0.1 -0.2 -0.8 0.097
H -5.581294 -17.131196 8.906475 0.4 0.2 0.4 0.031
C -1.938540 -16.637247 5.270925 0.2 1.3 -2.2 -0.080
C -0.985684 -17.089761 4.109906 -1.9 -0.3 1.2 -0.271
O -1.746080 -18.064097 3.372827 1.1 -0.7 0.1 -0.098
H -2.757365 -16.111993 4.779249 -0.4 -0.2 0.0 0.034
H -1.496984 -15.822622 5.844967 0.2 -0.5 0.8 0.070
H -2.361829 -17.515432 5.758472 0.5 0.2 0.4 0.060
H -0.141259 -17.490216 4.670862 0.2 -0.8 -0.9 0.104
H -0.641613 -16.359888 3.377116 0.0 0.6 0.5 0.101
H -2.536897 -17.646038 3.024350 0.0 0.3 0.1 0.068
C -9.983936 -17.613060 11.144673 -0.1 -1.2 -0.1 -0.063
C -11.531249 -17.853844 11.140813 0.2 1.2 0.0 -0.273
O -12.137428 -17.910430 12.440656 0.3 -0.7 -0.4 -0.083
H -9.550002 -16.865010 10.481170 -0.6 0.4 0.0 0.049
H -9.522881 -18.530481 10.778790 0.1 -0.2 0.1 0.026
H -9.545562 -17.482730 12.134094 -0.4 0.2 0.2 0.076
H -11.795759 -18.759877 10.595624 0.2 -0.3 0.5 0.099
H -12.025830 -17.104109 10.523231 0.0 0.4 0.1 0.089
H -12.337699 -17.045734 12.806435 0.2 0.2 -0.4 0.079
C -7.469960 -15.409011 7.611655 -1.3 -0.9 -0.2 -0.064
C -7.040108 -14.079965 7.170609 0.2 1.1 -0.2 -0.330
O -5.755114 -13.855043 7.620224 2.9 0.4 0.8 -0.100
H -8.558873 -15.404075 7.563314 -0.2 -0.5 0.1 0.082
H -7.152783 -15.673525 8.620388 -0.1 0.3 0.0 0.071
H -7.096830 -16.170513 6.926824 0.0 -0.1 0.2 0.074
H -7.507791 -13.208937 7.629627 -1.6 -0.4 -0.5 0.108
H -6.977379 -13.997909 6.085512 -0.8 0.1 -0.3 0.121
H -5.788605 -12.931931 7.881664 0.9 0.3 0.3 0.051
C -7.966335 -10.589328 10.267212 -0.2 0.1 1.7 -0.087
C -6.759625 -11.520896 10.110495 -2.0 0.4 -0.4 -0.282
O -6.299903 -11.198259 8.803358 1.1 -1.0 -0.4 -0.092
H -7.571194 -9.636694 10.619966 -0.3 0.5 -0.7 0.073
H -8.682494 -10.835259 11.051265 0.3 -0.5 0.4 0.055
H -8.619292 -10.552847 9.395190 0.7 0.2 -0.3 0.083
H -7.126014 -12.547178 10.135031 0.3 -0.1 -0.5 0.085
H -6.016652 -11.438999 10.903833 0.1 0.3 -0.1 0.114
H -5.859126 -10.345477 8.794090 0.0 0.1 0.1 0.100
C -10.048768 -22.643242 10.310266 0.0 0.0 0.7 -0.072
C -9.506348 -21.895108 11.491707 -1.0 0.7 0.7 -0.296
O -10.282110 -22.215647 12.669503 0.7 -0.7 0.1 -0.096
H -9.377556 -22.340721 9.506484 -0.7 -0.2 -0.7 0.083
H -11.101929 -22.362491 10.298484 0.0 0.2 -1.0 0.081
H -10.053370 -23.726085 10.434913 0.4 0.0 0.1 0.071
H -9.675556 -20.828969 11.340688 0.4 0.1 -0.3 0.095
H -8.436249 -22.061257 11.615712 0.0 -0.2 0.5 0.104
H -10.812141 -21.484980 12.996285 0.2 0.2 -0.2 0.095
C -5.674062 -24.755500 13.512064 0.3 -0.6 -0.2 -0.059
C -4.453458 -25.509990 12.851893 -0.7 1.9 0.4 -0.236
O -3.913237 -24.746570 11.748676 -0.6 0.2 0.1 -0.124
H -5.859155 -25.040169 14.547824 0.3 -0.8 0.1 0.069
H -6.619849 -24.965881 13.012734 0.1 0.3 -0.2 0.056
H -5.550178 -23.685625 13.679768 0.4 0.1 -0.9 0.038
H -4.776718 -26.461159 12.428934 0.2 -0.2 0.6 0.111
H -3.660215 -25.514220 13.599454 -0.1 -0.8 0.1 0.094
H -3.107585 -25.184290 11.464190 0.1 -0.1 -0.1 0.074
C -6.422164 -14.438946 12.148902 0.4 1.2 0.1 -0.062
C -5.900688 -13.780587 13.477617 -1.1 -0.6 -1.2 -0.307
O -4.730265 -14.441056 13.856405 0.8 -0.2 0.2 -0.080
H -7.432246 -14.121821 11.889540 -0.4 -0.2 0.5 0.058
H -6.344140 -15.526082 12.136766 -0.1 0.1 0.4 0.069
H -5.878434 -14.082446 11.274049 0.6 -0.1 0.2 0.045
H -6.667911 -13.883296 14.245035 -0.1 -0.1 0.2 0.091
H -5.693758 -12.713957 13.390582 -0.2 0.2 -0.4 0.103
H -4.189403 -13.806576 14.332320 0.2 -0.2 0.1 0.089
C -3.560080 -13.097075 5.079829 -1.0 0.6 0.6 -0.085
C -3.803444 -13.122406 3.584815 -0.7 2.3 1.4 -0.372
O -3.292212 -14.263189 3.068253 0.6 -2.1 -1.5 -0.058
H -2.533994 -12.807099 5.306031 0.0 -0.2 0.3 0.078
H -3.880187 -14.007378 5.586749 0.6 -0.5 -0.4 0.062
H -4.275761 -12.439905 5.573820 0.3 0.8 -0.1 0.062
H -3.329763 -12.271578 3.095096 0.2 0.5 0.1 0.110
H -4.859809 -12.937245 3.390118 -0.2 -0.9 -0.3 0.114
H -2.345818 -14.145568 3.178308 0.2 -0.5 -0.2 0.089
C -10.796415 -24.345820 15.766253 0.0 -0.4 -0.3 -0.092
C -9.302803 -24.313507 15.319079 -2.3 1.4 -1.2 -0.261
O -9.305022 -24.554608 13.875748 1.1 -1.8 1.3 -0.118
H -11.465224 -23.803952 15.097547 0.4 0.5 -0.1 0.062
H -11.012943 -24.001723 16.777594 0.4 0.0 0.1 0.065
H -11.187762 -25.357883 15.662929 0.2 -0.3 0.2 0.066
H -8.760077 -25.026736 15.939443 0.3 -0.3 -0.8 0.101
H -8.904583 -23.315348 15.501266 0.2 0.0 0.1 0.093
H -9.382043 -23.788443 13.302460 -0.4 0.7 0.8 0.026
C -12.117492 -19.988064 6.728366 0.8 1.0 -0.8 -0.075
C -11.548067 -18.572563 6.471731 0.6 -1.1 0.5 -0.334
O -12.069003 -17.583909 7.314215 -0.5 0.6 0.3 -0.085
H -12.225654 -20.170080 7.797613 -0.4 0.0 -0.2 0.067
H -11.352192 -20.660987 6.341586 -0.2 -0.3 0.0 0.070
H -13.004994 -20.099283 6.105423 -0.3 -0.4 0.6 0.068
H -11.653467 -18.313079 5.418317 0.0 0.1 -0.1 0.107
H -10.490931 -18.606265 6.735195 0.1 0.1 -0.3 0.104
H -13.022291 -17.562388 7.202994 -0.2 0.1 0.0 0.082
C -6.271673 -16.504155 15.833535 -1.4 -0.3 -0.2 -0.083
C -7.001883 -17.429341 16.823170 0.9 0.4 0.7 -0.288
O -6.323876 -17.438440 18.091851 0.0 -0.2 -0.2 -0.089
H -6.756845 -16.638557 14.866763 0.1 0.0 -0.3 0.063
H -5.201836 -16.639466 15.674656 -0.1 -0.1 0.4 0.074
H -6.522022 -15.480730 16.112846 0.5 0.1 0.1 0.066
H -7.115026 -18.462510 16.494750 0.0 0.0 -0.3 0.088
H -7.991994 -17.045935 17.069688 -0.1 0.1 -0.4 0.110
H -5.686618 -18.154013 18.033063 0.1 0.0 0.3 0.060
```
Forces are in eV/Å.

=====

No. 2
# C3H3F3N2O2S

A 2-piece molecular cluster, C3H3F3N2O2S overall at a distorted geometry (wB97M-V/def2-TZVPD, the Open Molecules 2025 dataset).

Calculated values
**SMILES**: O=c1[nH]nc(C(F)(F)F)s1.O
**Frontier orbital gap**: 10.358 eV
**Charge**: 0
**E**: -1073.89911 hartree
**HOMO energy**: -10.37 eV

Geometry as XYZ:
```
14
Properties=species:S:1:pos:R:3:forces:R:3:lowdin_charge:R:1
O -0.210330 3.332919 -0.307286 -0.3 -1.3 0.8 0.032
C -0.372627 2.162600 -0.020329 -0.6 1.0 -1.7 -0.724
N 0.303259 1.378490 0.826816 0.5 -1.0 0.7 0.023
N 0.119382 0.019234 0.846812 0.3 0.8 0.2 0.079
C -0.803622 -0.296410 0.021308 0.0 0.4 0.5 -0.520
C -1.257468 -1.731738 -0.024591 -1.1 -0.5 -0.8 -0.579
F -2.076779 -1.973373 1.049567 1.2 -0.2 -1.1 0.132
F -1.968224 -1.960048 -1.157593 -0.3 0.5 0.6 0.114
F -0.253093 -2.612710 -0.114870 -0.1 0.5 1.1 0.161
S -1.545185 1.035645 -0.787627 -0.5 -0.1 -0.7 1.155
H 1.012620 1.781762 1.387945 0.7 0.1 0.6 0.157
O 2.597670 -0.478283 -0.884092 -0.9 0.3 0.9 -0.077
H 2.724670 0.215951 -0.202860 0.0 -0.7 -0.7 0.035
H 1.729726 -0.874038 -0.633195 1.1 0.3 -0.3 0.013
```
Forces are in eV/Å.

=====

No. 3
# C4H14HgNO

C4H14HgNO as an isolated structure at a distorted geometry (wB97M-V/def2-TZVPD, the Open Molecules 2025 dataset).

Calculated values
**Frontier orbital gap**: 5.013 eV
**Charge**: -1
**E**: -444.06324 hartree
**HOMO energy**: -1.93 eV

Geometry as XYZ:
```
21
Properties=species:S:1:pos:R:3:forces:R:3:lowdin_charge:R:1
C -0.030465 1.106755 -3.961185 2.1 -0.9 -0.9 -0.442
Hg 0.371827 1.463081 -1.857282 -0.1 0.6 1.0 0.353
N 0.894234 1.828061 1.102800 -1.1 -0.4 1.8 -0.094
H -0.713617 2.340837 -0.776218 -0.6 0.3 -0.1 -0.185
H -0.005051 1.640381 1.588992 0.8 0.3 -0.5 -0.010
H 1.848037 1.058201 -0.888037 0.2 -0.1 -1.0 -0.135
H 0.184920 2.009258 -4.612006 -0.5 -1.1 0.6 -0.084
H -0.879199 0.458766 -4.331462 1.1 0.7 0.4 -0.079
H 1.004820 0.527234 -3.830647 -2.2 0.6 -1.6 -0.086
H 1.462547 0.994739 1.175945 0.2 0.1 -0.1 -0.055
H 1.347022 2.593638 1.571468 0.3 0.3 0.3 -0.017
C -1.721044 -1.116480 1.636021 -0.6 0.0 0.1 -0.032
C -0.429686 -1.329464 0.942047 1.1 2.0 -3.1 -0.500
C 0.540508 -2.245596 1.593002 0.4 -0.4 0.1 -0.033
O -0.130415 -0.731366 -0.112009 -1.0 -2.0 2.7 -0.079
H -1.994883 -2.019820 2.166187 -0.2 -0.2 0.2 0.066
H -2.507051 -0.853939 0.936559 0.0 0.2 -0.1 0.089
H -1.619589 -0.318862 2.369157 0.0 0.2 0.1 0.085
H 1.138855 -2.753599 0.843945 0.1 0.1 -0.1 0.087
H 1.209129 -1.676973 2.237867 0.1 0.1 0.0 0.087
H 0.029104 -2.974852 2.204854 -0.1 -0.3 0.2 0.064
```
Forces are in eV/Å.